Here is 2 unconnected molecules or ions with the total composition C3H4OS from the Open Molecules 2025 dataset. Energies are from the ωB97M-V functional and the def2-TZVPD basis.

```
9
Properties=species:S:1:pos:R:3:forces:R:3
C 1.106733 -0.761427 -0.275272 0.32 -0.11 1.28
H 0.907778 -1.955810 -0.441274 0.86 3.20 -0.18
C -0.023678 -0.099326 0.667622 3.13 4.41 -3.94
O -1.991946 -0.310744 -0.940308 6.36 7.36 4.07
H -1.325866 2.259625 -0.459874 1.19 -4.79 0.51
C -1.017235 0.714515 -0.284254 -6.46 -4.20 -3.74
S 2.461413 0.215070 -0.568012 -2.58 -2.50 0.06
H -0.730448 -0.708834 1.060642 -1.42 -2.22 1.91
H 0.613250 0.646927 1.240731 -1.41 -1.16 0.04
```
Forces are in eV/Å.

- Charge: 0
- Spin multiplicity: 1
- Energy relative to the best compared isomer or geometry (same formula, charge and spin): 6.884 eV
- Electronic energy: -589.87167 Eh
- E_LUMO: -1.21 eV

Here is ClNO4S in the gas phase from the Open Molecules 2025 dataset. Energies are from the ωB97M-V functional and the def2-TZVPD basis.

```
7
Properties=species:S:1:pos:R:3:forces:R:3
Cl -2.289154 -0.499143 -0.814656 0.66 0.21 0.24
N 0.704596 -0.597274 0.040734 -1.48 -2.46 -1.05
O -0.331369 1.587800 -0.415818 -0.91 0.13 -0.08
O 0.659579 -1.583516 -0.650608 -0.54 0.36 0.02
S -0.866686 0.456501 0.259657 -0.29 0.77 2.29
O -1.302852 0.505541 1.654055 0.91 -0.39 -2.75
O 1.620359 -0.144933 0.595566 1.64 1.37 1.35
```
Forces are in eV/Å.

- SMILES string: O=[N+]([O-])S(=O)(=O)Cl
- Charge: 0
- Spin multiplicity: 1
- Energy relative to the best compared isomer or geometry (same formula, charge and spin): 0.523 eV
- Electronic energy: -1213.94872 Eh
- E_LUMO: -1.38 eV

Here is C4H4N2O in the gas phase from the Open Molecules 2025 dataset. Energies are from the ωB97M-V functional and the def2-TZVPD basis.

```
11
Properties=species:S:1:pos:R:3:forces:R:3
N -0.608219 1.742269 0.376742 -0.39 -0.38 -0.11
C -1.291089 0.749134 -0.048920 0.13 0.21 0.07
C 0.871749 0.006598 0.330224 0.50 0.18 -0.38
N 1.520562 -0.332475 -0.731979 0.38 0.30 0.46
H 2.002820 0.451410 -1.161756 0.49 0.20 0.32
H -2.303824 0.948080 -0.385285 0.12 -0.06 0.06
C -0.740144 -0.634988 -0.042808 -0.11 -0.10 -0.23
H 0.441132 -2.074754 0.975271 0.02 0.26 -0.18
H -0.639710 -1.145598 -1.013433 -1.37 -0.56 0.35
O 0.678428 1.342702 0.696124 0.28 -0.03 -0.06
C 0.068297 -1.052373 1.005816 -0.04 -0.02 -0.29
```
Forces are in eV/Å.

- Charge: 0
- Spin multiplicity: 1
- Energy relative to the best compared isomer or geometry (same formula, charge and spin): 6.264 eV
- Electronic energy: -339.35146 Eh
- E_LUMO (alpha / beta): -0.92 / -0.92 eV

Here is 3 unconnected molecules or ions with the total composition C21H47NO12S from the Open Molecules 2025 dataset. Energies are from the ωB97M-V functional and the def2-TZVPD basis.

```
82
Properties=species:S:1:pos:R:3:forces:R:3
C 0.078711 0.431704 -7.802666 -0.01 0.08 0.00
H 1.867921 -0.353408 -5.710261 -0.07 0.03 0.03
H -3.158845 -1.260977 3.156709 0.00 -0.18 0.01
O 0.065379 -0.096673 -3.858012 -0.12 -0.07 -0.11
C 1.791339 1.238685 0.915582 0.02 -0.02 -0.15
H 5.242536 3.072970 4.045374 -0.01 0.05 0.04
C -2.224764 -2.357874 0.501535 0.66 -0.02 -0.08
C -4.022480 -0.772022 2.711523 -0.33 -0.04 -0.11
H 2.107411 -2.099516 -5.536506 0.02 0.02 -0.02
H -0.725048 -3.773681 0.952494 -0.07 0.16 -0.05
C -0.087902 -1.266491 3.247143 -0.14 0.29 -0.32
H -4.596631 -0.088335 0.758861 0.09 -0.12 0.02
C 3.480405 2.026384 3.452907 0.05 -0.06 0.06
S -3.141251 -4.235870 1.984155 0.07 -0.43 -0.48
H 2.372251 2.695075 -7.253641 -0.01 0.01 0.00
C 1.812791 2.491534 1.756226 -0.05 0.05 -0.07
H -1.569523 -1.033771 -2.987926 0.01 -0.03 0.02
C 5.047665 5.028882 2.082165 0.09 -0.02 -0.02
C 0.019395 -2.018121 1.906363 -0.26 -0.19 0.35
C -1.146891 -2.912965 1.482360 0.19 -0.14 -0.27
H 1.622005 -1.360576 -3.379730 -0.04 -0.05 0.02
H -2.813907 -0.666127 -0.565829 0.06 0.07 0.13
H 5.273726 5.245994 1.040288 0.01 0.00 0.00
H -3.508811 -1.323725 5.304395 0.06 0.09 0.04
H -1.641338 -0.335999 0.701535 0.02 -0.09 -0.06
H 0.677731 -0.057033 -8.581429 0.00 -0.02 0.00
H 4.124283 -0.876052 0.041167 0.02 0.06 0.01
H 0.905955 -2.658409 1.941599 -0.07 0.07 0.02
H 3.931029 1.273398 2.801711 0.00 0.06 -0.06
C -0.844841 -0.237438 -2.791849 0.09 0.18 -0.01
H 2.800642 -1.152807 1.200778 0.01 -0.08 -0.05
O -1.898229 -3.480798 2.585048 0.13 0.42 0.48
C 1.365061 -1.299509 -5.497291 0.09 -0.02 0.02
H 3.774810 4.078522 3.978599 -0.02 -0.01 0.01
H 1.256586 0.463462 1.475690 0.01 0.04 -0.01
H -1.269142 -1.153510 -7.454343 -0.02 0.00 0.03
H 0.172167 -1.294096 1.101533 0.06 -0.13 0.04
H -3.314131 0.833264 1.507179 -0.05 -0.09 -0.10
C 1.791201 2.037008 -7.896646 -0.05 0.08 0.01
O -2.741661 -5.500273 1.445339 -0.30 0.47 0.48
C -3.343131 -0.300881 5.667274 -0.13 -0.12 0.09
H -1.372619 0.710157 -2.690456 0.01 0.00 0.02
H -4.026711 -0.117327 6.504339 0.03 -0.03 -0.05
C -2.574209 -0.857190 0.483373 -0.37 -0.07 0.09
O -1.696640 -2.614357 -0.788880 -0.13 0.06 0.17
H 0.934616 -1.039727 3.564059 -0.08 -0.18 0.05
H -0.541055 -1.922275 3.995282 0.12 0.01 0.02
O -3.327267 -3.253353 0.729024 -0.69 0.52 0.08
O 0.425221 -1.628405 -6.506379 0.00 -0.02 -0.01
H 3.459082 1.632966 4.471473 0.01 -0.03 -0.01
C 3.111068 -0.588143 0.313175 -0.05 0.09 -0.08
O -3.537949 0.659744 4.647624 0.15 -0.01 -0.12
O 3.096555 0.794175 0.584083 0.00 -0.01 0.20
H 5.937348 5.235927 2.688631 -0.01 0.00 0.01
H -0.750054 0.966003 -8.288927 0.02 -0.02 -0.06
C 0.792119 -1.285721 -4.098855 0.05 0.04 0.06
H 2.471510 3.244033 1.317916 0.07 -0.06 0.03
C -3.675486 -0.189389 1.341152 0.29 0.19 0.14
C -0.498937 -0.624324 -6.888997 -0.09 0.01 -0.02
H -0.244433 0.760804 3.490413 0.07 0.07 -0.07
O 4.672437 3.673546 2.158021 -0.18 0.02 -0.01
H 2.470924 1.340528 -8.401478 -0.01 0.00 -0.01
H 4.235534 5.685452 2.415759 0.01 0.00 0.01
H 0.143419 -2.160993 -3.965848 0.01 -0.01 -0.01
C -4.533984 0.278383 3.706658 -0.03 0.15 -0.08
H -1.663796 0.025629 3.690101 -0.02 0.03 -0.09
H 0.795120 2.888026 1.765899 0.01 0.03 -0.02
N -0.818557 0.008255 3.131840 0.12 -0.10 0.11
H -4.808153 1.197936 3.178966 0.01 -0.09 0.08
O 2.119413 2.251352 3.121772 -0.05 -0.02 0.05
C 4.327504 3.277554 3.471407 0.08 0.02 -0.03
H -0.331039 -0.464667 -1.850564 -0.02 -0.04 0.01
H 1.233568 1.439073 -0.010914 -0.06 -0.04 0.03
O 0.873111 1.351820 -7.078519 0.10 -0.15 0.03
H -5.428367 -0.072874 4.234886 0.08 -0.03 0.03
H -4.798258 -1.522730 2.586111 0.08 -0.28 0.03
H -2.314237 -0.221353 6.022882 -0.06 0.05 0.01
H 1.282212 2.642767 -8.656048 0.00 -0.01 -0.01
H -0.969003 -0.159653 -6.019169 0.07 0.04 0.00
H 2.437589 -0.834288 -0.519021 0.01 -0.05 0.04
O -4.236816 -4.121288 2.885453 0.47 -0.07 -0.43
H -2.203251 -3.336021 -1.165651 -0.06 -0.32 -0.13
```
Forces are in eV/Å.

- SMILES string: COCCCC[C@]1(O)OS(=O)(=O)O[C@@H]1CCN.COCCOCCOC.COCCOCCOC
- Charge: 0
- Spin multiplicity: 1
- Energy relative to the best compared isomer or geometry (same formula, charge and spin): 0.043 eV
- Electronic energy: -2184.00939 Eh
- E_LUMO: 0.57 eV